# 1
C20H23NO5 | ωB97M-V/def2-TZVPD

Summary:
Orbital gap ... 9.22 eV
ΔE to the lowest compared entry with this formula, charge and spin ... 0.213 eV
E_HOMO ... -0.3236 Eh
Molar mass ... 357.41 g/mol
2S+1 ... 1

The geometry in XYZ format:
```
49
Properties=species:S:1:pos:R:3:forces:R:3
C -7.522315 -1.136903 -0.553218 0.3 0.0 0.0
H -8.192113 -0.464835 -0.020483 -0.1 0.1 0.1
H -7.439456 -2.062210 0.011427 -0.1 -0.1 0.1
H -7.961223 -1.363284 -1.521476 -0.1 0.0 -0.1
C -6.152626 -0.491083 -0.735721 0.1 0.2 0.2
C -6.254712 0.787023 -1.563571 0.1 -0.3 0.1
H -6.626309 0.563918 -2.560701 0.0 0.0 -0.1
H -5.279513 1.259564 -1.655718 0.0 0.1 -0.1
H -6.936314 1.490909 -1.089811 -0.1 0.1 0.0
C -5.537862 -0.191573 0.635590 -0.4 -0.5 -0.1
H -5.497469 -1.108178 1.233692 0.0 0.2 0.0
H -6.117808 0.570949 1.160653 0.0 -0.1 0.0
O -4.223954 0.346794 0.524912 0.2 0.3 0.0
C -3.224371 -0.529266 0.354675 0.0 -0.3 0.0
O -3.379865 -1.726802 0.321101 0.0 0.1 0.0
C -1.909606 0.138712 0.224576 0.2 0.1 0.0
C -1.763960 1.522071 0.303846 0.0 -0.2 0.0
C -0.516474 2.089619 0.180870 0.1 0.0 0.0
C 0.628522 1.306784 -0.022745 -0.4 -0.3 0.0
C 0.473653 -0.077040 -0.113689 0.1 0.1 0.0
C -0.779113 -0.643500 0.010188 -0.3 0.1 0.1
H -0.900709 -1.713699 -0.059721 0.0 -0.1 0.0
H 1.310678 -0.726969 -0.288232 0.1 0.0 0.0
N 1.826314 2.006182 -0.126650 -0.3 0.8 0.0
C 3.165681 1.724564 -0.194139 0.2 -0.2 -0.1
O 3.932311 2.664024 -0.271915 0.1 0.1 0.0
C 3.630436 0.289618 -0.128310 0.0 0.1 -0.3
H 3.115906 -0.298145 -0.890863 0.0 0.1 0.1
C 3.439741 -0.293955 1.306068 -0.2 0.1 0.1
C 3.750626 -1.763329 1.180706 -0.1 -0.1 0.2
C 5.058177 -1.879632 0.990665 0.1 -0.1 0.2
H 5.627273 -2.772058 0.807842 0.0 -0.2 -0.1
C 5.642532 -0.488955 0.984834 0.2 0.1 0.0
H 6.714762 -0.411649 1.137439 0.0 0.0 0.0
C 4.718233 0.209690 1.985246 0.0 0.1 0.1
H 4.814996 1.293738 1.980836 0.0 0.1 0.0
H 4.831214 -0.170888 2.999131 0.0 0.0 0.0
C 5.149526 0.169893 -0.336756 0.1 0.2 -0.2
C 5.511789 -0.656774 -1.541481 -0.4 0.0 -0.2
O 4.736717 -1.230725 -2.260127 -0.1 -0.1 -0.1
O 6.834550 -0.698037 -1.732499 0.7 0.1 0.1
H 7.048226 -1.241090 -2.507769 -0.3 0.0 0.1
H 5.603175 1.159047 -0.444908 -0.1 -0.1 0.0
H 3.005464 -2.536894 1.183284 -0.1 -0.2 -0.1
H 2.493216 -0.038145 1.775254 0.0 0.0 0.0
H 1.687788 3.013349 -0.132043 0.2 -0.2 0.0
H -0.413277 3.164060 0.243901 0.0 0.1 0.0
H -2.631170 2.142574 0.463977 0.0 0.1 0.0
H -5.491295 -1.197448 -1.248168 0.0 0.0 0.1
```
Positions in Å, forces in eV/Å.


# 2
C20H23NO7 | ωB97M-V/def2-TZVPD

Summary:
Orbital gap ... 6.92 eV
ΔE to the lowest compared entry with this formula, charge and spin ... 17.156 eV
E_HOMO ... -0.2446 Eh
Molar mass ... 389.40 g/mol
2S+1 ... 1

The geometry in XYZ format:
```
51
Properties=species:S:1:pos:R:3:forces:R:3
C 3.248207 2.590495 0.989790 -0.4 -5.5 -6.3
H 3.837443 2.839159 1.712247 3.6 1.5 4.5
H 3.396902 1.357563 0.753556 0.1 3.1 0.6
O 1.972065 2.778199 1.327782 -2.4 0.5 -1.1
C 1.023250 2.527823 0.301157 -3.4 5.6 12.7
C -0.282968 2.885776 0.986770 0.8 0.2 -0.1
C -1.410233 2.740178 0.258692 4.4 -4.0 -5.0
C -1.162354 1.901439 -1.130161 -1.7 3.5 1.0
C 0.127815 1.639356 -1.559268 -7.2 -1.1 -3.1
C 1.106844 1.966460 -0.784997 9.0 -2.9 -3.1
H 2.182016 1.613612 -0.960637 -1.5 0.4 -0.5
H 0.341423 1.172026 -2.475665 -0.1 -0.6 -1.2
O -2.388233 1.828375 -1.982985 1.4 4.9 9.4
C -2.345181 0.975028 -2.892429 0.5 2.4 -9.7
H -3.271488 0.921941 -3.452742 -0.9 -0.6 0.5
C -1.806735 -0.276509 -2.637535 2.2 -4.8 -4.2
O -1.163198 -0.858351 -3.587764 -1.1 0.9 3.4
N -2.263087 -0.797468 -1.527014 4.9 -6.4 -1.3
H -2.848193 -0.448734 -0.957368 -5.1 4.6 4.3
C -1.726172 -2.047693 -0.824950 1.9 -0.6 -4.4
C -0.504700 -1.701229 -0.056863 -8.4 1.3 8.7
C -0.766453 -1.205652 1.499981 -3.2 -4.3 -9.3
C 0.233349 -0.848914 2.192360 2.5 4.4 7.2
C 1.499304 -0.620081 1.727913 -0.7 -5.5 -8.5
C 1.882871 -1.346230 0.170618 -11.2 2.1 7.5
C 0.631321 -1.624000 -0.554137 11.2 0.6 -5.2
H 0.822235 -1.726519 -1.697178 -0.8 -0.3 1.9
O 3.022551 -1.071928 -0.157199 5.9 1.5 -1.8
C 3.321535 -1.172329 -1.489312 0.0 -4.8 -3.9
H 2.640231 -0.669987 -2.268396 1.1 -0.2 1.6
H 4.389426 -1.176373 -1.671606 0.1 1.3 0.2
H 3.231780 -2.403609 -1.817669 -0.4 3.0 0.8
O 2.583244 -0.300164 2.269992 4.0 0.7 -0.3
C 2.453881 0.314746 3.446819 6.1 -8.6 5.7
H 2.070184 -0.480614 4.184543 -0.4 0.8 -0.7
H 3.393696 0.389261 4.027676 0.0 1.2 -1.3
H 1.828701 0.980399 3.428815 -6.1 8.0 0.1
H -0.082548 -0.366498 3.283903 1.1 -1.4 -2.5
H -1.772509 -1.344507 1.786121 -0.6 0.1 0.8
C -2.732974 -2.954010 -0.132315 -5.8 5.8 -4.7
C -3.811491 -2.224762 0.791477 5.0 -7.6 7.6
O -3.906797 -2.725584 2.058226 -0.9 3.1 -6.9
O -4.112205 -1.063809 0.432562 -1.8 2.7 -1.2
H -4.743514 -0.684085 1.054262 -0.1 0.3 0.4
H -3.355141 -3.301100 -1.091540 0.4 1.2 1.5
H -2.484637 -3.880173 0.007170 2.2 -4.9 2.6
H -1.364423 -2.595754 -1.838435 -0.5 0.6 2.5
H -1.832520 1.591289 -3.831769 0.1 -2.2 1.4
H -2.355713 2.603640 0.544124 -3.7 0.5 1.4
H -0.314303 3.224104 2.098784 0.4 -0.5 -2.3
H 3.567492 3.075794 0.044597 -0.2 0.1 0.4
```
Positions in Å, forces in eV/Å.